146
Properties=species:S:1:pos:R:3:mulliken_charge:R:1 method="wB97M-V/def2-TZVPD" total_charge=+1 gap_ev=7.27 largest_force_ev_per_a=3.99 e_homo_ev=-10.4
C 4.862 6.969 -2.878 -0.347
H -7.017 2.325 3.621 0.369
H 2.873 3.236 -1.322 0.069
C 2.624 3.264 -2.466 -0.348
H 1.939 -1.189 1.634 -0.241
C -4.431 -1.908 -6.254 -0.678
C -4.120 2.257 0.539 -0.052
C -0.839 -0.737 -0.792 -1.764
H -7.934 1.120 5.587 0.358
H 0.743 2.310 -0.640 0.382
C -1.283 -6.451 -3.442 -0.485
H -0.260 -5.291 3.994 0.407
H 5.341 7.742 -4.832 0.356
C 7.616 6.956 -2.429 -0.548
H -5.135 3.917 3.908 -0.084
C 0.182 0.293 -1.545 1.842
C 7.213 6.535 3.618 -0.389
C -5.527 2.949 7.145 -0.329
H 7.791 7.724 -4.435 0.363
N -1.111 -3.474 -0.297 0.000
C -3.800 1.264 1.845 -0.548
P -3.607 0.974 -2.884 0.832
C -0.631 -6.212 5.907 -0.578
C -6.597 2.497 4.608 -0.247
H 0.212 -7.442 2.850 0.364
H 7.136 6.199 -0.469 0.460
H -4.038 -0.097 -5.157 0.441
H -3.656 1.955 2.778 0.290
C 9.302 7.745 3.713 -0.369
I -2.497 4.423 -1.094 0.197
C -5.891 -0.297 -8.001 -0.408
C 2.018 -2.672 6.594 -0.460
H 2.220 -0.718 -2.207 0.201
H 2.912 -2.705 2.822 0.420
C -5.063 -2.474 -7.362 -0.423
C -1.256 -6.665 -5.848 -0.511
C -5.342 0.296 -2.351 -0.945
H 4.687 6.207 -0.871 0.370
C 1.236 -0.234 -2.679 -0.314
C 2.288 -3.880 5.951 -0.459
C 1.789 0.942 -3.705 -0.548
C -2.434 -3.459 0.435 -0.819
H -1.508 -6.274 -6.831 0.363
C 7.111 7.392 -3.654 -0.347
C 5.367 6.539 -1.651 -0.353
H 8.744 6.188 5.094 0.351
C -7.114 1.822 5.714 -0.400
H -0.844 -5.271 6.406 0.400
H 1.768 -2.663 7.651 0.386
H -3.863 -2.537 -5.573 0.508
C -0.973 1.356 -2.120 -2.264
H 1.909 -1.614 -0.245 -0.200
C 6.832 7.283 2.504 -0.373
C 2.069 -1.475 5.879 -0.532
C -1.601 -5.947 -4.703 -0.156
O -1.125 -2.710 -2.734 -0.544
H -5.298 -0.037 -1.230 0.297
H -0.601 2.418 -2.442 0.316
H -2.421 -4.406 1.162 0.347
C -5.255 0.270 -6.896 -0.575
H -5.114 3.129 8.134 0.362
H 3.079 4.173 -3.048 0.241
C 5.735 7.400 -3.878 -0.458
C 2.365 -0.914 0.574 -0.163
H -4.179 4.314 6.164 0.361
C -5.004 3.617 6.038 -0.597
C 2.604 -3.893 4.593 -0.466
C 8.919 8.495 2.602 -0.397
B -1.004 -2.292 -1.291 0.756
C 0.081 -3.528 0.630 -0.488
C -0.612 -7.668 -3.326 -0.550
H -4.677 0.494 1.929 0.167
H -2.634 -2.462 1.023 0.152
C 0.758 1.181 -0.256 -1.216
C -0.096 -8.630 4.621 -0.420
H -2.952 -0.557 -0.092 0.452
H -1.193 0.859 -3.179 0.506
H 1.856 -0.534 6.378 0.393
H -6.161 1.144 -2.522 0.361
H 1.439 3.328 -2.596 0.051
C -5.540 3.393 4.770 0.158
H -0.449 -9.549 6.537 0.360
C -2.441 1.190 -1.386 0.631
C 7.682 8.266 1.999 -0.349
H 8.688 6.947 -2.256 0.378
H -0.802 -3.671 -2.800 0.205
H 7.382 8.853 1.135 0.409
I -4.498 4.297 1.361 0.182
H -5.586 -0.599 -3.079 0.297
C 8.448 6.768 4.224 -0.351
H -4.796 2.449 -4.223 0.278
H 3.790 6.970 -3.055 0.413
H -6.461 0.331 -8.681 0.370
H 6.550 5.771 4.013 0.354
C 2.661 -2.695 3.879 -0.276
C -5.797 -1.669 -8.232 -0.441
C 2.394 -1.487 4.523 -0.075
H -0.932 -7.400 7.679 0.370
H 9.584 9.259 2.206 0.360
C -0.412 -8.617 5.979 -0.441
H -1.841 2.275 0.526 0.468
H 5.870 7.101 2.031 0.403
C -0.306 -6.224 4.551 -0.099
H -0.110 -4.448 1.366 0.103
H 3.793 1.183 -2.433 0.249
H 0.264 -9.330 -4.381 0.364
H 2.192 0.353 -4.663 0.396
H -1.557 -5.894 -2.549 0.553
O -3.990 2.538 -3.635 -0.624
H -0.722 -0.864 0.389 0.051
C -0.682 -7.409 6.622 -0.350
H -6.985 1.524 7.844 0.359
H -6.295 -2.111 -9.091 0.366
N -2.303 -0.250 -0.849 0.077
H -3.299 -3.703 -0.351 0.243
H -2.652 -0.836 -1.665 0.389
H 1.103 -3.742 0.076 0.229
C 2.226 0.692 0.282 0.231
H 3.139 1.047 -0.358 0.191
C -0.039 -7.433 3.907 -0.366
C -4.529 -0.537 -6.021 0.295
Cl 2.452 1.531 1.962 -0.229
H 0.803 -1.086 -3.392 0.295
H 0.958 1.661 -4.104 0.197
H 2.251 -4.812 6.509 0.453
H 0.030 1.162 0.673 0.399
H -0.362 -8.060 -2.343 0.382
H 0.224 -2.593 1.319 0.060
H -5.326 1.339 -6.717 0.291
H 0.108 -9.572 4.119 0.364
C -2.709 2.376 -0.287 -1.259
C -0.589 -7.884 -5.732 -0.370
C 3.066 1.793 -3.129 -0.577
C 6.743 6.534 -1.426 -0.288
H -5.040 1.901 -0.090 0.388
H -4.983 -3.542 -7.546 0.381
C -0.262 -8.384 -4.471 -0.409
H 10.267 7.921 4.181 0.353
H 2.808 -4.835 4.091 0.442
H 3.721 2.091 -4.082 0.372
H 3.527 -1.184 0.620 0.453
H -2.119 -4.996 -4.793 0.489
C -6.581 2.049 6.982 -0.404
H 2.440 -0.554 3.966 0.284
H -0.323 -8.445 -6.624 0.363
H -2.777 0.667 1.703 0.106